No. 1
The following is a DFT calculation (ωB97M-V/def2-TZVPD) of C7H10O4Sr as an isolated structure at a distorted geometry.

Its multiplicity is 1. As for the total charge: +2. The HOMO-LUMO gap is 10.26 eV. As for the HOMO energy: -18.5546 eV.

Atoms and positions in Å:
Sr1 -0.157 -0.703 0.597
O1 2.865 -1.538 -1.624
O2 -0.008 -0.498 2.821
O3 0.007 4.609 -2.320
O4 -3.020 -1.531 -1.871
C1 1.768 -1.318 4.277
C2 -0.156 3.497 -2.121
C3 -1.364 1.484 2.769
C4 -0.289 0.734 3.527
C5 -2.204 -1.420 -1.066
C6 0.455 -1.632 3.600
C7 1.951 -1.414 -0.932
H1 -1.002 1.894 1.808
H2 2.566 -1.088 3.560
H3 -0.607 0.458 4.541
H4 -2.242 0.848 2.613
H5 2.098 -2.165 4.877
H6 -1.694 2.344 3.358
H7 0.635 1.317 3.558
H8 1.671 -0.474 4.970
H9 0.520 -2.466 2.889
H10 -0.330 -1.880 4.316


No. 2
The following is a DFT calculation (ωB97M-V/def2-TZVPD) of C7H10OSi as an isolated structure at a distorted geometry.

Its multiplicity is 1. As for the total charge: 0. The HOMO-LUMO gap (spin up / spin down) is 7.02 / 7.02 eV. As for the HOMO energy (spin up / spin down): -8.7390 / -8.7414 eV.

Atoms and positions in Å:
Si1 0.159 -0.274 0.146
O1 0.620 -0.368 -1.401
C1 0.333 -1.314 -2.433
C2 0.454 2.573 0.612
C3 -2.693 -0.218 0.316
C4 0.307 -1.659 1.271
C5 1.107 1.235 0.858
C6 0.030 -2.558 2.004
C7 -3.873 0.037 0.313
H1 0.396 -2.353 -2.278
H2 1.097 3.370 0.992
H3 0.365 2.816 -0.452
H4 -0.741 -1.355 -2.800
H5 1.255 1.293 1.869
H6 0.254 -3.354 2.740
H7 -0.522 2.599 1.056
H8 0.816 -1.104 -3.401
H9 2.116 1.174 0.468
H10 -1.481 -0.540 0.122


No. 3
The following is a DFT calculation (ωB97M-V/def2-TZVPD) of one molecule with the formula C7H10S at a distorted geometry.

Its multiplicity is 1. As for the total charge: 0. The HOMO-LUMO gap (spin up / spin down) is 7.01 / 8.55 eV. As for the HOMO energy (spin up / spin down): -7.0357 / -8.2942 eV.

Atoms and positions in Å:
S1 -1.030 -0.197 -2.152
C1 0.187 0.293 0.320
C2 0.471 -0.079 -1.234
C3 -0.809 2.395 -0.490
C4 -1.896 -1.462 -1.443
C5 1.311 -0.039 1.226
C6 1.324 -1.143 1.986
C7 -0.241 1.769 0.471
H1 2.067 0.742 1.320
H2 0.282 2.229 1.416
H3 0.739 -1.161 -1.335
H4 -2.895 -1.562 -1.595
H5 2.238 -1.388 2.575
H6 -1.118 3.415 -0.756
H7 -1.469 -2.149 -0.886
H8 -0.657 -0.341 0.457
H9 0.402 -1.822 1.907
H10 1.094 0.499 -1.787


No. 4
The following is a DFT calculation (ωB97M-V/def2-TZVPD) of a 2-piece molecular cluster, C7H11BrIN2O overall.

Its multiplicity is 1. As for the total charge: +1. The HOMO-LUMO gap is 7.13 eV. As for the HOMO energy: -12.6109 eV.

Atoms and positions in Å:
I1 -0.339 1.984 -0.445
Br1 5.207 0.160 -0.023
O1 -1.333 -1.419 0.943
N1 4.293 2.734 0.020
N2 3.494 3.787 -0.004
C1 -2.268 -3.155 -0.478
C2 -2.524 -2.153 0.634
C3 2.552 1.179 -0.221
C4 1.684 2.246 -0.249
C5 -3.665 -1.206 0.305
C6 2.217 3.555 -0.130
C7 3.904 1.461 -0.075
H1 -4.592 -1.750 0.125
H2 1.578 4.429 -0.161
H3 -1.998 -2.634 -1.402
H4 2.219 0.154 -0.306
H5 -1.087 -0.917 0.159
H6 -1.450 -3.823 -0.212
H7 -3.830 -0.502 1.121
H8 5.280 2.951 0.121
H9 -2.754 -2.687 1.557
H10 -3.155 -3.756 -0.679
H11 -3.432 -0.636 -0.602